#1
The following is a DFT calculation (wB97M-V/def2-TZVPD) of a structure of composition C5H6O2.

Cartesian coordinates (Å):
O1 -1.290 0.637 -2.607
C1 -1.128 0.704 -1.414
C2 0.236 0.587 -0.767
O2 0.348 1.342 0.453
C3 0.784 0.172 1.117
C4 -0.242 -0.902 1.157
C5 0.629 -0.731 -0.068
H1 -1.980 0.850 -0.715
H2 1.006 0.905 -1.475
H3 1.608 0.212 1.822
H4 0.039 -1.592 1.938
H5 -1.313 -0.731 1.076
H6 1.302 -1.454 -0.515

Atom charges from the natural (NBO) analysis, given in e for atoms 1 to 8:
1. O -0.50
2. C 0.42
3. C -0.01
4. O -0.50
5. C 0.11
6. C -0.45
7. C -0.28
8. H 0.11

=====

#2
The following is a DFT calculation (wB97M-V/def2-TZVPD) of the molecule C5H6O2.

Results
- SMILES = C#C[C@H](C=O)CO

Cartesian coordinates (Å):
O1 -2.041 0.110 0.272
C1 -1.000 -0.838 0.179
C2 0.080 -0.083 -0.574
C3 -0.232 1.290 -0.090
O2 -0.417 1.870 1.015
C4 1.433 -0.462 -0.293
C5 2.562 -0.789 -0.042
H1 -1.607 0.837 1.034
H2 -0.733 -1.211 1.173
H3 -1.411 -1.662 -0.405
H4 -0.120 -0.109 -1.655
H5 -0.079 2.118 -0.802
H6 3.564 -1.071 0.188

Atom charges from the natural (NBO) analysis, given in e for atoms 1 to 8:
1. O -0.74
2. C -0.06
3. C -0.44
4. C 0.49
5. O -0.58
6. C -0.02
7. C -0.18
8. H 0.50

=====

#3
The following is a DFT calculation (wB97M-V/def2-TZVPD) of the molecule C5H6O2.

Results
- SMILES = C#C[C@H](C=O)CO

Cartesian coordinates (Å):
O1 -2.128 -0.001 0.627
C1 -1.032 -0.792 0.239
C2 0.017 0.000 -0.599
C3 -0.075 1.482 -0.234
O2 0.059 1.895 0.894
C4 1.377 -0.472 -0.328
C5 2.490 -0.819 -0.030
H1 -1.803 0.611 1.306
H2 -0.537 -1.244 1.107
H3 -1.429 -1.593 -0.391
H4 -0.207 -0.092 -1.669
H5 -0.308 2.182 -1.064
H6 3.483 -1.113 0.231

Atom charges from the natural (NBO) analysis, given in e for atoms 1 to 8:
1. O -0.71
2. C -0.04
3. C -0.44
4. C 0.47
5. O -0.52
6. C 0.00
7. C -0.23
8. H 0.48

=====

#4
The following is a DFT calculation (wB97M-V/def2-TZVPD) of the molecule C5H6O2.

Results
- SMILES = O[C@@H]1[C@@H]2C=CO[C@H]12

Cartesian coordinates (Å):
C1 0.639 -0.742 0.797
C2 -0.428 0.213 0.909
C3 -0.354 1.392 -0.977
C4 -0.700 0.166 -1.351
C5 -0.429 -0.843 -0.295
H1 2.217 0.366 0.838
H2 0.525 -1.857 1.282
H3 -0.953 0.133 1.872
H4 -0.340 2.354 -1.510
H5 -0.820 -0.361 -2.210
H6 -1.107 -1.824 -0.362
O1 2.019 -0.655 0.680
O2 -0.270 1.657 0.326

Atom charges from the natural (NBO) analysis, given in e for atoms 1 to 8:
1. C 0.05
2. C 0.03
3. C 0.13
4. C -0.34
5. C -0.28
6. H 0.47
7. H 0.20
8. H 0.22

=====

Relative to the most stable one, in eV, the structures come out at #1 0.191; #2 1.672; #3 0.000; #4 1.889.